9
Properties=species:S:1:pos:R:3 method="wB97M-V/def2-TZVPD" total_energy_ev=-83513.995 lumo_ev="0.28 / -1.81" e_homo_ev="-6.54 / -9.79" orbital_gap_ev="6.82 / 7.98" spin_multiplicity=3 s2=2.006
C 0.011 1.909 0.015
C -0.544 -1.158 0.126
O -0.673 1.665 -0.926
P 0.754 -0.367 1.102
Br 2.307 -0.781 -0.391
H 0.409 2.869 0.221
H -1.485 -1.251 0.574
H -0.127 -2.179 0.094
H -0.652 -0.706 -0.814

13
Properties=species:S:1:pos:R:3 method="wB97M-V/def2-TZVPD" total_energy_ev=-62665.345 lumo_ev=-0.78 e_homo_ev=-8.82 orbital_gap_ev=8.04
C 1.444 0.444 -0.808
C 1.530 -0.748 -0.213
N -1.507 0.579 1.515
N -2.094 0.437 0.393
S -1.922 1.326 -0.891
S 2.408 1.950 -0.677
S -3.074 -1.149 0.329
Cl 0.551 -2.029 -0.786
Cl 2.798 -1.527 0.695
H 0.508 0.730 -1.409
H -1.814 -0.011 2.235
H 3.359 1.568 0.110
H -2.187 -1.570 -0.493

13
Properties=species:S:1:pos:R:3 method="wB97M-V/def2-TZVPD" smiles="OO[C@H](Cl)[C@H](O)Cl.O=O" total_energy_ev=-37413.611 lumo_ev="-2.06 / -2.10" e_homo_ev="-10.74 / -10.74" orbital_gap_ev="8.67 / 8.64"
H 1.433 0.213 1.771
O 3.083 0.626 3.192
O 3.552 1.509 2.457
C -1.405 0.260 -1.202
C -0.295 -0.575 -0.553
O 0.357 0.407 0.229
O 0.738 -0.381 1.438
Cl 0.732 -1.408 -1.734
O -2.322 -0.504 -1.888
Cl -0.677 1.598 -2.162
H -1.866 0.801 -0.364
H -0.772 -1.327 0.084
H -2.558 -1.220 -1.268

12
Properties=species:S:1:pos:R:3 method="wB97M-V/def2-TZVPD" smiles="[NH2+]=C(NO)C(Cl)(Cl)Cl" total_energy_ev=-44725.427 lumo_ev=-4.11 total_charge=+1 e_homo_ev=-15.34 orbital_gap_ev=11.23
C -0.105 0.013 -0.079
C 0.899 0.931 -0.760
N 0.305 -0.739 0.887
N -1.352 0.043 -0.483
O -0.727 -1.417 1.435
Cl 0.605 2.576 -0.102
Cl 2.574 0.430 -0.404
Cl 0.637 0.916 -2.531
H 1.247 -0.749 1.265
H -1.615 0.619 -1.271
H -0.417 -2.097 2.059
H -2.050 -0.525 -0.017

12
Properties=species:S:1:pos:R:3 method="wB97M-V/def2-TZVPD" total_energy_ev=-51123.559 lumo_ev=0.23 e_homo_ev=-10.79 orbital_gap_ev=11.02
C 0.509 -0.445 -0.498
C 2.638 0.209 0.387
N 1.752 -0.486 -0.567
O -2.480 -0.357 -1.694
Si -3.061 -0.050 -0.349
Cl -3.857 -1.318 0.913
Cl -3.498 1.780 0.418
Cl -0.639 0.260 0.856
H -0.101 -0.754 -1.340
H 3.562 -0.338 0.606
H 2.068 0.453 1.357
H 3.107 1.047 -0.089

11
Properties=species:S:1:pos:R:3 method="wB97M-V/def2-TZVPD" total_energy_ev=-51040.069 lumo_ev=-2.72 e_homo_ev=-7.96 orbital_gap_ev=5.23
C -1.045 -2.050 0.302
C -0.476 1.207 -0.003
O 1.757 -0.089 0.915
P 1.259 0.882 -0.053
Cl -1.228 2.062 -1.241
Cl 2.195 2.660 0.163
Cl 1.667 0.384 -1.935
H -0.037 -2.208 0.623
H -1.295 -2.133 -0.736
H -1.813 -1.850 1.018
H -0.985 1.135 0.947

Computed values of largest force on an atom (unit: Eh/bohr) for the preceding records, in sequence: 0.0578, 0.0900, 0.0616, 0.0331, 0.0357, 0.0381.
Computed values of energy above the lowest of the compared OMol25 structures with the same formula, charge and spin (unit: eV) for the preceding records, in sequence: 0.390, 0.755, 0.000, 0.000, 2.596, 4.389.